66
Properties=species:S:1:pos:R:3:nbo_charge:R:1 method="wB97M-V/def2-TZVPD" multiplicity=6 e_lumo_ev="-2.8874 / -4.9690" charge=+1 e_homo_ev="-9.99 / -11.82" orbital_gap_ev="7.11 / 6.85" s_squared=8.77 relative_energy_kcal_mol=7.5
Ir -0.914 -0.235 1.011 0.924
N -1.899 1.472 -0.268 -0.677
N -2.458 1.010 -1.492 -0.495
C -3.192 -0.216 -1.459 0.372
N -3.513 -0.564 -2.803 -0.821
S -2.176 -1.591 -0.810 0.277
H -2.611 1.918 0.316 0.420
H -1.164 2.128 -0.516 0.396
H -3.006 1.738 -1.940 0.375
H -4.080 0.160 -3.235 0.380
H -4.044 -1.427 -2.817 0.393
O 0.283 -0.862 3.904 -0.550
N 0.858 -0.496 2.690 -0.174
C 2.090 -0.806 2.661 0.105
C 3.008 -0.530 1.543 -0.123
C 4.356 -0.566 1.910 -0.162
C 5.359 -0.279 1.001 -0.182
C 5.019 0.038 -0.304 -0.183
C 3.686 0.050 -0.683 -0.197
C 2.661 -0.229 0.219 -0.250
P 0.971 -0.350 -0.481 0.959
C 0.914 1.048 -1.633 -0.405
C 1.422 2.277 -1.198 -0.163
C 1.288 3.408 -1.984 -0.232
C 0.651 3.324 -3.219 -0.191
C 0.146 2.110 -3.654 -0.196
C 0.266 0.976 -2.860 -0.193
C 1.117 -1.880 -1.438 -0.418
C 0.747 -3.059 -0.794 -0.196
C 0.945 -4.286 -1.407 -0.189
C 1.507 -4.342 -2.674 -0.177
C 1.877 -3.171 -3.323 -0.216
C 1.692 -1.944 -2.706 -0.133
H -0.546 -0.360 3.903 0.487
H 2.517 -1.247 3.558 0.211
H 4.614 -0.814 2.931 0.223
H 6.395 -0.305 1.309 0.233
H 5.786 0.265 -1.032 0.232
H 3.443 0.285 -1.712 0.224
H 1.938 2.351 -0.247 0.214
H 1.689 4.352 -1.641 0.228
H 0.556 4.205 -3.840 0.230
H -0.350 2.038 -4.612 0.228
H -0.168 0.045 -3.203 0.237
H 0.301 -3.027 0.194 0.223
H 0.655 -5.194 -0.898 0.228
H 1.660 -5.298 -3.157 0.229
H 2.312 -3.211 -4.313 0.228
H 1.994 -1.042 -3.222 0.212
N -2.589 2.389 4.062 -0.489
C -1.531 3.167 3.653 -0.064
C -0.812 2.391 2.805 -0.096
N -1.430 1.159 2.683 -0.607
C -2.499 1.199 3.455 0.232
H -3.335 2.667 4.678 0.443
H -1.388 4.172 4.005 0.242
H 0.103 2.616 2.286 0.230
H -3.207 0.401 3.589 0.250
O -4.272 1.440 1.136 -1.008
S -4.459 0.024 0.887 2.589
O -5.696 -0.554 1.275 -0.907
O -3.264 -0.752 1.350 -1.044
O -4.423 -0.160 -0.718 -0.748
O -2.473 -2.218 3.934 -0.242
N -2.023 -2.970 3.143 0.575
O -1.307 -2.838 2.202 -0.302

---

22
Properties=species:S:1:pos:R:3:nbo_charge:R:1 method="wB97M-V/def2-TZVPD" e_lumo_ev=0.9321 charge=0 e_homo_ev=-6.84 smiles="CC(=C(N)N)C(C)C" orbital_gap_ev=7.77 relative_energy_kcal_mol=34.8
C -0.469 0.955 -1.933 -0.622
C -0.326 0.168 -0.653 -0.244
C -1.290 0.272 0.325 0.385
N -2.496 0.924 0.118 -0.823
N -1.009 -0.121 1.606 -0.842
C 0.929 -0.531 -0.390 -0.144
C 0.825 -2.007 -0.033 -0.622
C 1.866 0.237 0.992 -0.695
H -0.755 1.995 -1.750 0.192
H 0.472 0.964 -2.480 0.215
H -1.224 0.520 -2.594 0.204
H -2.888 1.412 0.910 0.371
H -2.586 1.425 -0.750 0.389
H 0.050 -0.069 1.793 0.416
H -1.599 0.279 2.323 0.373
H 1.605 -0.411 -1.239 0.206
H 0.467 -2.561 -0.903 0.208
H 1.803 -2.405 0.237 0.198
H 0.138 -2.179 0.791 0.218
H 1.844 1.322 0.899 0.209
H 1.785 -0.096 2.029 0.196
H 2.861 -0.093 0.705 0.212

---

| no. | E_tot (eV) |
| --- | --- |
| 1 | -82805.622 |
| 2 | -9427.975 |